DFT (ωB97M-V/def2-TZVPD) results for an isolated ion of composition C8H12 and charge +1 at a distorted geometry.

Each line ends with the Löwdin charge.
Geometry (Å):
C1 -3.405 -0.500 -0.043  -0.069
C2 -2.259 -0.050 -0.884  -0.283
C3 -2.329 0.161 -2.195  0.149
C4 0.344 0.274 -0.257  -0.047
C5 -0.976 0.029 -0.039  0.055
C6 3.839 0.042 1.481  -0.050
C7 2.759 0.021 0.360  0.032
C8 1.383 0.150 0.715  -0.024
H1 -3.221 -1.606 0.149  0.125
H2 -4.381 -0.006 -0.432  0.133
H3 -3.479 -0.221 0.994  0.070
H4 -1.395 0.638 -2.736  0.131
H5 -3.059 0.231 -2.876  0.042
H6 0.663 0.240 -1.320  0.134
H7 -1.131 0.012 0.939  0.067
H8 3.597 0.810 2.268  0.111
H9 4.209 -0.900 1.702  0.066
H10 4.725 0.520 1.091  0.077
H11 3.203 -0.208 -0.624  0.135
H12 0.913 0.363 1.709  0.147

Calculated values
Gap between HOMO and LUMO (alpha / beta)   8.61 / 6.54 eV
2S+1   2
Net charge   +1
HOMO (alpha / beta)   -13.56 / -13.94 eV
E_LUMO (alpha / beta)   -4.96 / -7.40 eV

***

DFT (ωB97M-V/def2-TZVPD) results for C8H12AgI3O6 as an isolated structure at a distorted geometry.

Each line ends with the Löwdin charge.
Geometry (Å):
Ag1 -0.369 -0.539 0.366  0.100
I1 0.481 2.034 -0.576  -0.379
I2 -2.685 -0.907 2.104  -0.162
I3 1.267 -2.791 -0.076  -0.160
C1 -3.164 -0.236 -5.718  -0.005
C2 -3.072 0.348 -4.257  -0.300
C3 -4.294 0.034 -3.369  -0.068
O1 -3.660 -0.518 -2.167  0.068
C4 -2.344 -0.773 -2.391  -0.494
O2 -1.523 -1.336 -1.619  -0.077
O3 -2.010 -0.230 -3.551  0.080
H1 -3.853 -1.075 -5.614  0.067
H2 -2.174 -0.586 -6.008  0.083
H3 -3.635 0.354 -6.504  0.074
H4 -2.888 1.422 -4.257  0.150
H5 -5.029 -0.598 -3.868  0.115
H6 -4.883 0.950 -3.322  0.126
C5 3.647 1.640 4.657  -0.002
C6 3.933 0.577 3.561  -0.338
C7 3.815 -0.854 4.066  -0.043
O4 2.405 -1.080 3.810  0.121
C8 2.005 -0.297 2.918  -0.717
O5 0.865 -0.150 2.579  -0.010
O6 2.936 0.565 2.635  0.100
H7 4.298 1.365 5.487  0.076
H8 2.590 1.765 4.896  0.099
H9 4.033 2.592 4.293  0.078
H10 4.943 0.716 3.175  0.153
H11 3.834 -0.869 5.156  0.129
H12 4.532 -1.522 3.590  0.137

Calculated values
Gap between HOMO and LUMO (alpha / beta)   7.11 / 4.33 eV
2S+1   2
Net charge   -1
HOMO (alpha / beta)   -4.57 / -4.30 eV
E_LUMO (alpha / beta)   2.54 / 0.03 eV

***

DFT (ωB97M-V/def2-TZVPD) results for C8H12AlBrF9N2O4SV as an isolated structure at a distorted geometry.

Each line ends with the Löwdin charge.
Geometry (Å):
N1 0.539 4.312 -0.773  -0.013
C1 -0.843 3.817 -0.861  -0.305
C2 -0.911 2.625 -1.846  -0.276
C3 -2.095 1.655 -1.552  -0.199
Al1 -1.262 0.111 -0.532  0.064
Br1 -0.148 1.057 1.329  0.413
C4 -2.751 -1.147 0.227  -0.173
N2 -3.396 -0.432 1.263  0.090
S1 0.160 -1.039 -1.987  0.642
O1 0.377 -0.108 -3.076  -0.332
O2 -0.468 -2.230 -2.515  -0.348
C5 1.876 -1.380 -1.319  -0.529
F1 2.299 -0.272 -0.717  0.103
F2 2.647 -1.539 -2.378  0.141
C6 2.022 -2.656 -0.425  -0.408
F3 0.852 -3.242 -0.194  0.153
F4 2.731 -3.546 -1.097  0.182
C7 2.674 -2.422 0.963  -0.370
F5 2.663 -3.612 1.575  0.166
F6 1.915 -1.628 1.690  0.156
C8 4.162 -1.934 0.936  -0.600
F7 4.188 -0.722 1.482  0.176
F8 4.930 -2.668 1.678  0.223
F9 4.653 -1.825 -0.267  0.219
H1 1.058 3.790 -0.080  0.046
H2 0.998 4.280 -1.673  0.065
H3 -1.117 3.519 0.151  0.064
H4 -1.471 4.646 -1.196  0.108
H5 -0.917 2.994 -2.874  0.119
H6 0.029 2.081 -1.710  0.058
H7 -2.791 2.161 -0.872  0.058
H8 -2.604 1.310 -2.452  0.065
H9 -3.431 -1.509 -0.553  0.107
H10 -2.270 -2.021 0.688  0.100
H11 -3.390 0.561 1.011  0.091
H12 -2.776 -0.542 2.071  0.002
O3 -2.354 -1.417 3.739  -0.609
V1 -2.717 -0.804 5.300  1.106
O4 -3.061 -0.222 6.846  -0.557

Calculated values
Gap between HOMO and LUMO   2.91 eV
Net charge   0
HOMO   -8.66 eV
E_LUMO   -5.75 eV

***

DFT (ωB97M-V/def2-TZVPD) results for C8H12As2F13Mn2O6 as an isolated structure at a distorted geometry.

Each line ends with the Löwdin charge.
Geometry (Å):
Mn1 -1.072 -2.793 -0.617  1.737
Mn2 -2.208 0.885 3.239  1.742
As1 -3.590 -0.034 -4.182  0.992
F1 -2.571 1.451 -4.192  -0.304
F2 -4.597 0.798 -5.504  -0.306
F3 -4.517 -1.535 -4.193  -0.276
F4 -2.507 -0.726 -2.932  -0.368
F5 -4.562 0.662 -2.770  -0.320
F6 -2.480 -0.925 -5.475  -0.360
As2 -5.787 -3.101 1.392  0.928
F7 -4.720 -2.122 2.509  -0.370
F8 -4.404 -3.097 0.218  -0.356
F9 -6.895 -4.096 0.313  -0.292
F10 -7.169 -2.836 2.538  -0.287
F11 -6.214 -1.547 0.549  -0.300
F12 -5.274 -4.646 1.991  -0.257
F13 -1.038 -0.577 1.191  -0.628
C1 -0.719 6.992 -2.584  -0.002
C2 0.199 6.090 -1.713  -0.289
C3 0.984 6.820 -0.647  -0.135
O1 0.849 6.047 0.472  0.085
C4 -0.011 5.012 0.274  -0.487
O2 -0.412 4.139 1.091  0.034
O3 -0.512 5.122 -0.947  0.095
H1 -1.588 7.286 -1.995  0.089
H2 -1.222 6.325 -3.284  0.084
H3 -0.379 7.830 -3.193  0.093
H4 0.822 5.406 -2.290  0.157
H5 0.629 7.849 -0.602  0.143
H6 2.024 6.788 -0.970  0.143
C5 6.106 -4.159 4.014  0.008
C6 5.519 -4.050 2.546  -0.297
C7 5.607 -5.155 1.550  -0.094
O4 4.384 -5.119 0.863  0.121
C8 3.547 -4.358 1.509  -0.590
O5 2.436 -3.953 1.116  0.049
O6 4.140 -3.806 2.511  0.123
H7 6.101 -3.216 4.561  0.080
H8 7.165 -4.398 3.913  0.085
H9 5.621 -4.891 4.660  0.084
H10 6.140 -3.272 2.103  0.150
H11 5.704 -6.115 2.058  0.147
H12 6.471 -4.972 0.910  0.149

Calculated values
Gap between HOMO and LUMO (alpha / beta)   2.97 / 3.25 eV
2S+1   11
Net charge   +1
HOMO (alpha / beta)   -13.16 / -13.16 eV
E_LUMO (alpha / beta)   -10.20 / -9.92 eV

***

DFT (ωB97M-V/def2-TZVPD) results for C8H12B2Cl6F14NO4S2Sn as an isolated structure at a distorted geometry.

Each line ends with the Löwdin charge.
Geometry (Å):
Sn1 9.558 -9.311 -2.852  1.793
B1 8.098 -11.940 -0.876  -1.577
F1 6.842 -12.307 -0.417  0.127
F2 9.006 -12.887 -0.549  0.162
F3 8.004 -11.721 -2.212  0.085
F4 8.427 -10.707 -0.494  0.135
B2 6.622 -7.757 -1.794  -1.429
F5 6.596 -8.899 -2.587  0.087
F6 7.538 -7.992 -0.843  0.149
F7 7.078 -6.697 -2.587  0.099
F8 5.442 -7.540 -1.094  0.137
C1 12.274 -5.709 -0.238  -0.629
F9 12.490 -4.908 -1.233  0.172
F10 13.247 -6.689 -0.193  0.083
F11 12.306 -5.021 0.907  0.145
S1 10.561 -6.553 -0.476  0.641
O1 9.713 -6.002 0.534  -0.240
O2 10.226 -6.230 -1.851  -0.353
N1 10.791 -8.249 -0.425  -0.392
S2 10.633 -8.645 1.043  0.579
O3 11.363 -7.759 2.001  -0.321
O4 9.238 -8.901 1.434  -0.279
C2 11.655 -10.345 1.180  -0.573
F12 11.144 -11.135 2.137  0.116
F13 11.553 -11.037 -0.004  0.055
F14 12.929 -10.124 1.520  0.122
Cl1 13.754 -13.736 0.540  0.569
C3 12.369 -14.466 -0.262  -0.669
C4 12.819 -15.550 -1.259  -0.592
Cl2 13.369 -17.076 -0.382  0.464
H1 11.796 -13.666 -0.731  0.056
H2 11.700 -14.834 0.516  0.066
H3 13.641 -15.253 -1.910  0.058
H4 12.050 -15.917 -1.940  0.060
Cl3 6.070 -15.001 2.185  0.481
C5 7.909 -14.917 2.182  -0.591
C6 8.500 -13.801 3.126  -0.622
Cl4 7.800 -12.226 2.670  0.627
H5 8.119 -14.738 1.128  0.032
H6 8.282 -15.899 2.471  0.061
H7 9.587 -13.884 3.124  0.066
H8 8.265 -14.096 4.149  0.059
Cl5 5.395 -17.091 -0.937  0.545
C7 6.644 -16.080 -1.602  -0.677
C8 6.387 -15.627 -3.070  -0.614
Cl6 4.781 -14.859 -3.365  0.508
H9 7.548 -16.681 -1.506  0.066
H10 6.645 -15.250 -0.896  0.036
H11 6.516 -16.478 -3.738  0.061
H12 7.051 -14.834 -3.415  0.054

Calculated values
Gap between HOMO and LUMO   6.54 eV
Net charge   -1
HOMO   -7.87 eV
E_LUMO   -1.33 eV

***

DFT (ωB97M-V/def2-TZVPD) results for C8H12BN4S2SbSe4Sn as an isolated structure.

Each line ends with the Löwdin charge.
Geometry (Å):
Sn1 0.711 1.699 0.389  -0.009
Se1 5.031 1.814 -0.610  -0.093
Sb1 3.437 3.517 -0.233  -0.172
Se2 2.111 2.846 2.037  0.040
Se3 1.311 2.851 -1.706  0.073
Se4 3.670 5.853 -0.203  -0.092
C1 2.552 -0.710 -2.429  -0.034
N1 1.106 -0.898 -2.350  -0.113
C2 0.253 -1.031 -3.413  -0.020
C3 -0.995 -1.154 -2.899  -0.041
N2 -0.909 -1.100 -1.530  0.016
B1 -2.231 -1.355 -0.680  -0.406
N3 -1.992 -1.074 0.835  -0.024
C4 -1.911 -2.043 1.802  -0.045
C5 -1.667 -1.440 2.990  -0.022
N4 -1.601 -0.090 2.738  -0.106
C6 -1.318 0.953 3.715  -0.004
C7 -1.794 0.107 1.421  -0.741
S1 -1.738 1.652 0.638  0.669
C8 0.380 -0.938 -1.215  -0.674
S2 1.105 -0.734 0.360  0.680
H1 2.840 -0.775 -3.475  0.100
H2 3.057 -1.487 -1.860  0.095
H3 2.836 0.263 -2.033  -0.003
H4 0.603 -1.016 -4.429  0.130
H5 -1.944 -1.276 -3.390  0.130
H6 -2.509 -2.521 -0.779  0.079
H7 -3.075 -0.620 -1.112  0.074
H8 -2.037 -3.082 1.558  0.128
H9 -1.542 -1.840 3.979  0.129
H10 -1.344 0.508 4.705  0.099
H11 -2.065 1.739 3.644  0.096
H12 -0.332 1.382 3.536  0.061

Calculated values
Gap between HOMO and LUMO   6.77 eV
Net charge   0
HOMO   -7.77 eV
E_LUMO   -0.99 eV

***

DFT (ωB97M-V/def2-TZVPD) results for C8H12Br3MnNTe as an isolated structure.

Each line ends with the Löwdin charge.
Geometry (Å):
Mn1 -0.261 0.575 0.563  0.121
Br1 -0.451 0.924 3.072  0.813
C1 -0.280 2.842 2.745  -0.821
Br2 -0.301 3.094 0.811  0.817
H1 0.674 3.181 3.129  0.038
H2 -1.122 3.358 3.191  0.040
Br3 4.383 1.254 -2.757  0.859
C2 3.601 0.412 -1.263  -0.646
C3 4.368 -0.268 -0.327  -0.043
C4 3.727 -0.887 0.737  -0.005
C5 2.355 -0.789 0.845  -0.111
N1 1.619 -0.109 -0.051  -0.076
C6 2.228 0.469 -1.096  -0.161
H3 5.444 -0.321 -0.430  0.130
H4 4.288 -1.445 1.473  0.132
H5 1.822 -1.286 1.646  0.117
H6 1.609 0.970 -1.829  0.116
C7 -3.508 0.990 -1.233  -0.375
Te1 -2.245 -0.681 -0.786  1.308
C8 -3.496 -1.446 0.771  -0.374
H7 -3.783 1.500 -0.315  0.018
H8 -4.393 0.599 -1.728  0.026
H9 -2.979 1.657 -1.908  0.014
H10 -4.412 -1.791 0.298  0.027
H11 -3.714 -0.669 1.497  0.017
H12 -2.989 -2.286 1.239  0.017

Calculated values
Gap between HOMO and LUMO (alpha / beta)   7.13 / 7.79 eV
2S+1   2
Net charge   +2
HOMO (alpha / beta)   -15.50 / -15.51 eV
E_LUMO (alpha / beta)   -8.37 / -7.71 eV

***

DFT (ωB97M-V/def2-TZVPD) results for a 2-piece molecular cluster, C8H12Cl4O4 overall.

Each line ends with the Löwdin charge.
Geometry (Å):
C1 2.652 -1.102 0.517  0.021
C2 1.465 -0.555 -0.225  -0.537
O1 0.987 -1.090 -1.202  0.098
O2 0.985 0.606 0.288  -0.042
C3 -0.406 0.836 0.039  -0.180
C4 -1.271 0.165 1.111  -0.162
C5 -2.705 -0.095 0.636  -0.165
C6 -2.870 -1.036 -0.565  -0.158
O3 -3.162 -2.406 -0.219  -0.033
C7 -2.187 -3.097 0.402  -0.348
O4 -1.835 -4.188 0.056  0.104
H1 2.652 -2.185 0.407  0.094
H2 3.552 -0.712 0.030  0.067
H3 2.658 -0.786 1.558  0.088
H4 -0.668 0.520 -0.971  0.108
H5 -0.548 1.920 0.084  0.127
H6 -1.311 0.850 1.965  0.118
H7 -0.784 -0.745 1.472  0.104
H8 -3.289 -0.518 1.461  0.123
H9 -3.168 0.865 0.386  0.117
H10 -2.007 -1.023 -1.236  0.119
H11 -3.740 -0.725 -1.146  0.127
H12 -1.754 -2.617 1.292  0.134
C8 3.351 3.424 -1.228  -2.059
Cl1 4.341 4.692 -1.955  0.528
Cl2 4.166 1.868 -1.401  0.544
Cl3 3.110 3.774 0.487  0.527
Cl4 1.786 3.360 -2.040  0.536

Calculated values
Gap between HOMO and LUMO   10.70 eV
Net charge   0
HOMO   -10.53 eV
E_LUMO   0.17 eV
SMILES string   CC(=O)OCCCCOC=O.ClC(Cl)(Cl)Cl

***

DFT (ωB97M-V/def2-TZVPD) results for C8H12F12MgN4P2 as an isolated structure at a distorted geometry.

Each line ends with the Löwdin charge.
Geometry (Å):
Mg1 0.229 -0.099 -0.270  0.443
P1 1.433 -1.104 -3.379  0.168
F1 1.311 -0.417 -1.793  -0.266
F2 -0.079 -0.576 -3.620  -0.171
F3 1.986 0.332 -3.853  -0.151
F4 1.525 -1.706 -4.849  -0.122
F5 2.908 -1.555 -2.997  -0.119
F6 0.850 -2.455 -2.768  -0.132
P2 1.275 -2.871 1.744  0.150
F7 2.843 -2.772 1.465  -0.124
F8 1.475 -2.161 3.176  -0.153
F9 1.105 -1.312 1.092  -0.245
F10 -0.332 -2.852 2.000  -0.174
F11 1.023 -3.460 0.289  -0.124
F12 1.396 -4.317 2.382  -0.120
C1 -3.185 -2.888 0.068  -0.017
C2 -2.069 -2.098 -0.392  -0.154
N1 -1.119 -1.558 -0.712  0.192
H1 -3.012 -3.237 1.084  0.095
H2 -3.320 -3.731 -0.609  0.102
H3 -4.119 -2.324 0.066  0.089
C3 3.591 3.130 1.327  -0.031
C4 2.613 2.187 0.804  -0.177
N2 1.880 1.424 0.388  0.185
H4 3.127 3.800 2.045  0.086
H5 3.987 3.710 0.495  0.093
H6 4.399 2.575 1.798  0.096
C5 -2.085 1.553 3.455  -0.022
C6 -1.358 1.043 2.306  -0.146
N3 -0.771 0.608 1.433  0.182
H7 -3.152 1.361 3.330  0.094
H8 -1.918 2.616 3.591  0.091
H9 -1.779 0.997 4.342  0.101
C7 -2.057 3.376 -2.408  -0.029
C8 -1.273 2.300 -1.850  -0.157
N4 -0.605 1.443 -1.502  0.185
H10 -2.985 3.533 -1.866  0.089
H11 -2.261 3.199 -3.462  0.100
H12 -1.480 4.303 -2.352  0.096

Calculated values
Gap between HOMO and LUMO   10.87 eV
Net charge   0
HOMO   -11.45 eV
E_LUMO   -0.58 eV

***

Computed values of electronic energy (unit: hartree) for the preceding records, in sequence: -311.59584, -1803.63316, -5779.70368, -8834.77389, -5887.80758, -11412.76276, -9507.15303, -2453.73968, -2612.83701.